ORCA calculation (the ωB97M-V functional and the def2-TZVPD basis) on C19H39Cl2N3O12P4S in the gas phase at a distorted geometry.

HOMO: -7.516 eV
Structure (SMILES): CCCCO[C@@](O[C@](Cl)([C@@H](Cl)CC)P(=N)(O)O)(P(CC)CC)[C@](CCSc1nnco1)(OCP(=O)(O)O)P(=O)(O)O
LUMO energy: 0.17 eV
Kohn-Sham gap: 7.69 eV
ΔE to the lowest compared entry with this formula, charge and spin: 86.8 kJ/mol
Largest force on an atom: 3.526 eV/Å

Bonds (Å) are listed after each position.
CARTESIAN COORDINATES (ANGSTROEM)
1 C 4.947 -3.329 -0.831  C2 1.533, H42 1.089, H43 1.089, H44 1.089
2 C 4.061 -3.211 0.415  C1 1.533, C3 1.541, H45 1.091, H46 1.086
3 C 2.562 -3.221 0.057  C2 1.541, C4 1.539, H47 1.094, H48 1.088
4 C 1.766 -2.151 0.825  C3 1.539, O5 1.404, H49 1.092, H50 1.094
5 O 0.589 -1.888 0.105  C4 1.404, C6 1.392
6 C -0.024 -0.640 0.177  O5 1.392, O7 1.408, P18 1.878, C23 1.616
7 O -1.005 -0.424 1.163  C6 1.408, C8 1.386
8 C -0.929 -0.880 2.470  O7 1.386, Cl9 1.791, C10 1.622, P14 1.898
9 Cl -0.909 -2.661 2.660  C8 1.791
10 C -2.317 -0.399 3.159  C8 1.622, Cl11 1.813, C12 1.516, H51 1.084
11 Cl -3.601 -0.617 1.898  C10 1.813
12 C -2.783 -1.235 4.334  C10 1.516, C13 1.556, H52 1.081, H53 1.086
13 C -3.761 -0.358 5.168  C12 1.556, H54 1.094, H55 1.087, H56 1.086
14 P 0.352 -0.154 3.668  C8 1.898, N15 1.553, O16 1.607, O17 1.618
15 N 0.455 -1.127 4.875  P14 1.553, H57 1.012
16 O -0.179 1.256 4.227  P14 1.607, H58 0.970
17 O 1.828 0.106 3.061  P14 1.618, H59 0.962
18 P 1.089 0.870 0.105  C6 1.878, C19 1.827, C21 1.815
19 C 2.735 0.712 -0.672  P18 1.827, C20 1.551, H60 1.094, H61 1.089
20 C 2.988 1.695 -1.845  C19 1.551, H62 1.086, H63 1.087, H64 1.087
21 C 0.817 2.220 1.287  P18 1.815, C22 1.552, H65 1.088, H66 1.095
22 C 0.630 3.619 0.643  C21 1.552, H67 1.090, H68 1.086, H69 1.084
23 C -0.891 -0.626 -1.187  C6 1.616, C24 1.532, O32 1.409, P38 1.890
24 C -0.028 -0.337 -2.420  C23 1.532, C25 1.536, H70 1.096, H71 1.086
25 C -0.497 -0.805 -3.806  C24 1.536, S26 1.817, H72 1.090, H73 1.084
26 S -1.957 0.023 -4.502  C25 1.817, C27 1.749
27 C -1.299 1.505 -5.159  S26 1.749, N28 1.267, O31 1.355
28 N -0.597 1.628 -6.205  C27 1.267, N29 1.393
29 N -0.340 2.992 -6.334  N28 1.393, C30 1.256
30 C -0.904 3.561 -5.368  N29 1.256, O31 1.354, H74 1.072
31 O -1.550 2.692 -4.555  C27 1.355, C30 1.354
32 O -2.028 0.179 -0.976  C23 1.409, C33 1.398
33 C -2.029 1.497 -1.444  O32 1.398, P34 1.833, H75 1.092, H76 1.091
34 P -2.928 2.543 -0.237  C33 1.833, O35 1.460, O36 1.591, O37 1.611
35 O -2.471 2.423 1.145  P34 1.460
36 O -4.472 2.242 -0.474  P34 1.591, H77 0.965
37 O -2.722 4.056 -0.752  P34 1.611, H78 0.967
38 P -1.654 -2.348 -1.350  C23 1.890, O39 1.449, O40 1.615, O41 1.612
39 O -2.255 -2.844 -0.129  P38 1.449
40 O -2.807 -2.207 -2.472  P38 1.615, H79 0.967
41 O -0.612 -3.407 -1.974  P38 1.612, H80 0.965
42 H 5.911 -2.852 -0.661  C1 1.089
43 H 4.498 -2.853 -1.700  C1 1.089
44 H 5.153 -4.365 -1.097  C1 1.089
45 H 4.296 -2.270 0.913  C2 1.091
46 H 4.266 -4.054 1.070  C2 1.086
47 H 2.436 -3.008 -1.009  C3 1.094
48 H 2.107 -4.189 0.255  C3 1.088
49 H 2.446 -1.310 0.971  C4 1.092
50 H 1.595 -2.575 1.819  C4 1.094
51 H -2.297 0.667 3.350  C10 1.084
52 H -3.356 -2.099 4.030  C12 1.081
53 H -1.991 -1.531 5.017  C12 1.086
54 H -3.138 0.243 5.837  C13 1.094
55 H -4.307 0.352 4.554  C13 1.087
56 H -4.398 -0.956 5.813  C13 1.086
57 H 1.409 -1.434 5.010  N15 1.012
58 H 0.477 1.934 4.003  O16 0.970
59 H 2.365 -0.689 3.132  O17 0.962
60 H 3.513 0.904 0.072  C19 1.094
61 H 2.882 -0.307 -1.028  C19 1.089
62 H 2.350 2.568 -1.744  C20 1.086
63 H 2.799 1.193 -2.790  C20 1.087
64 H 4.011 2.061 -1.816  C20 1.087
65 H -0.028 2.038 1.948  C21 1.088
66 H 1.693 2.313 1.938  C21 1.095
67 H 1.393 4.290 1.037  C22 1.090
68 H 0.800 3.582 -0.430  C22 1.086
69 H -0.328 4.055 0.904  C22 1.084
70 H 0.928 -0.844 -2.244  C24 1.096
71 H 0.248 0.707 -2.532  C24 1.086
72 H 0.318 -0.574 -4.492  C25 1.090
73 H -0.668 -1.870 -3.919  C25 1.084
74 H -0.908 4.621 -5.205  C30 1.072
75 H -2.566 1.626 -2.386  C33 1.092
76 H -1.064 1.990 -1.566  C33 1.091
77 H -4.954 3.050 -0.686  O36 0.965
78 H -2.721 4.613 0.038  O37 0.967
79 H -2.718 -2.935 -3.101  O40 0.967
80 H 0.277 -3.040 -2.060  O41 0.965

ORCA calculation (the ωB97M-V functional and the def2-TZVPD basis) on C6H12O in the gas phase.

HOMO: -10.021 eV
Structure (SMILES): CC(C)[C@H]1O[C@H]1C
LUMO energy: 1.11 eV
Kohn-Sham gap: 11.13 eV
ΔE to the lowest compared entry with this formula, charge and spin: 106.4 kJ/mol
Largest force on an atom: 0.286 eV/Å

Bonds (Å) are listed after each position.
CARTESIAN COORDINATES (ANGSTROEM)
1 C -1.826 -1.003 -0.567  C2 1.531, H8 1.096, H9 1.094, H10 1.098
2 C -0.801 0.032 -0.098  C1 1.531, C3 1.530, C4 1.513, H11 1.097
3 C -1.454 1.101 0.781  C2 1.530, H12 1.098, H13 1.095, H14 1.096
4 C 0.298 -0.645 0.692  C2 1.513, O5 1.422, C6 1.469, H15 1.096
5 O 1.181 -1.534 0.022  C4 1.422, C6 1.426
6 C 1.735 -0.356 0.603  C4 1.469, O5 1.426, C7 1.507, H16 1.094
7 C 2.387 0.609 -0.353  C6 1.507, H17 1.093, H18 1.096, H19 1.096
8 H -2.616 -0.529 -1.161  C1 1.096
9 H -1.351 -1.777 -1.177  C1 1.094
10 H -2.304 -1.493 0.292  C1 1.098
11 H -0.362 0.512 -0.982  C2 1.097
12 H -1.886 0.645 1.682  C3 1.098
13 H -2.266 1.608 0.249  C3 1.095
14 H -0.729 1.857 1.103  C3 1.096
15 H -0.057 -1.044 1.650  C4 1.096
16 H 2.317 -0.547 1.509  C6 1.094
17 H 1.820 0.692 -1.284  C7 1.093
18 H 3.388 0.240 -0.606  C7 1.096
19 H 2.499 1.605 0.090  C7 1.096

ORCA calculation (the ωB97M-V functional and the def2-TZVPD basis) on C26H37N3O4 in the gas phase.

HOMO: -8.168 eV
Structure (SMILES): CCCCCC(=O)N1CCN(CC/N=C/C2=C(O)C[C@H](c3ccc(OC)cc3)CC2=O)CC1
LUMO energy: 0.49 eV
Kohn-Sham gap: 8.66 eV
ΔE to the lowest compared entry with this formula, charge and spin: 204.9 kJ/mol
Largest force on an atom: 0.596 eV/Å

Bonds (Å) are listed after each position.
CARTESIAN COORDINATES (ANGSTROEM)
1 C 3.315 -0.035 -3.690  C2 1.523, H34 1.088, H35 1.087, H36 1.088
2 C 2.247 0.034 -2.606  C1 1.523, C3 1.527, H37 1.093, H38 1.091
3 C 1.806 1.471 -2.338  C2 1.527, C4 1.526, H39 1.093, H40 1.093
4 C 0.721 1.529 -1.266  C3 1.526, C5 1.535, H41 1.093, H42 1.092
5 C 0.385 2.969 -0.852  C4 1.535, C6 1.514, H43 1.092, H44 1.089
6 C -0.423 2.924 0.427  C5 1.514, O7 1.223, N8 1.350
7 O 0.134 3.008 1.512  C6 1.223
8 N -1.757 2.731 0.353  C6 1.350, C9 1.442, C33 1.449
9 C -2.596 2.661 -0.818  N8 1.442, C10 1.533, H45 1.088, H46 1.097
10 C -3.260 1.283 -0.916  C9 1.533, N11 1.449, H47 1.092, H48 1.102
11 N -3.983 1.006 0.309  C10 1.449, C12 1.445, C32 1.449
12 C -4.901 -0.108 0.245  N11 1.445, C13 1.545, H49 1.092, H50 1.096
13 C -4.394 -1.413 -0.408  C12 1.545, N14 1.432, H51 1.096, H52 1.101
14 N -3.188 -1.898 0.194  C13 1.432, C15 1.275
15 C -2.166 -2.120 -0.536  N14 1.275, C16 1.440, H53 1.096
16 C -0.937 -2.657 -0.012  C15 1.440, C17 1.372, C30 1.462
17 C -0.827 -2.989 1.315  C16 1.372, O18 1.317, C19 1.495
18 O -1.816 -2.803 2.164  C17 1.317, H54 1.011
19 C 0.406 -3.617 1.881  C17 1.495, C20 1.529, H55 1.096, H56 1.091
20 C 1.653 -3.317 1.048  C19 1.529, C21 1.513, C29 1.534, H57 1.097
21 C 2.182 -1.908 1.204  C20 1.513, C22 1.394, C28 1.385
22 C 3.466 -1.633 0.737  C21 1.394, C23 1.376, H58 1.081
23 C 4.015 -0.375 0.847  C22 1.376, C24 1.397, H59 1.079
24 C 3.295 0.660 1.449  C23 1.397, O25 1.356, C27 1.391
25 O 3.925 1.859 1.522  C24 1.356, C26 1.413
26 C 3.297 2.908 2.230  O25 1.413, H60 1.092, H61 1.095, H62 1.089
27 C 2.014 0.396 1.921  C24 1.391, C28 1.387, H63 1.078
28 C 1.470 -0.872 1.786  C21 1.385, C27 1.387, H64 1.079
29 C 1.352 -3.622 -0.425  C20 1.534, C30 1.513, H65 1.095, H66 1.091
30 C 0.160 -2.858 -0.957  C16 1.462, C29 1.513, O31 1.215
31 O 0.106 -2.479 -2.110  C30 1.215
32 C -3.080 1.019 1.443  N11 1.449, C33 1.529, H67 1.091, H68 1.103
33 C -2.495 2.427 1.562  N8 1.449, C32 1.529, H69 1.090, H70 1.094
34 H 4.195 0.534 -3.396  C1 1.088
35 H 3.614 -1.065 -3.865  C1 1.087
36 H 2.939 0.375 -4.626  C1 1.088
37 H 2.642 -0.390 -1.680  C2 1.093
38 H 1.386 -0.568 -2.901  C2 1.091
39 H 2.670 2.051 -2.004  C3 1.093
40 H 1.437 1.923 -3.262  C3 1.093
41 H 1.071 0.986 -0.385  C4 1.093
42 H -0.176 1.023 -1.630  C4 1.092
43 H 1.316 3.491 -0.622  C5 1.092
44 H -0.116 3.506 -1.657  C5 1.089
45 H -2.026 2.855 -1.723  C9 1.088
46 H -3.380 3.422 -0.720  C9 1.097
47 H -3.967 1.282 -1.749  C10 1.092
48 H -2.476 0.533 -1.113  C10 1.102
49 H -5.226 -0.321 1.265  C12 1.092
50 H -5.776 0.214 -0.332  C12 1.096
51 H -5.169 -2.172 -0.253  C13 1.096
52 H -4.268 -1.267 -1.492  C13 1.101
53 H -2.171 -1.939 -1.616  C15 1.096
54 H -2.595 -2.418 1.647  O18 1.011
55 H 0.240 -4.700 1.896  C19 1.096
56 H 0.531 -3.298 2.917  C19 1.091
57 H 2.450 -3.997 1.375  C20 1.097
58 H 4.048 -2.423 0.284  C22 1.081
59 H 5.007 -0.166 0.480  C23 1.079
60 H 2.305 3.137 1.834  C26 1.092
61 H 3.208 2.661 3.293  C26 1.095
62 H 3.950 3.771 2.113  C26 1.089
63 H 1.422 1.174 2.376  C27 1.078
64 H 0.468 -1.032 2.155  C28 1.079
65 H 1.120 -4.686 -0.537  C29 1.095
66 H 2.213 -3.399 -1.057  C29 1.091
67 H -3.641 0.777 2.347  C32 1.091
68 H -2.256 0.296 1.334  C32 1.103
69 H -1.808 2.498 2.406  C33 1.090
70 H -3.308 3.150 1.684  C33 1.094